[1]
ORCA calculation (the ωB97M-V functional and the def2-TZVPD basis) on a structure of composition C3H3O4S in a non-equilibrium geometry.

As for the gap between HOMO and LUMO: 0.269 hartree. The calculation puts the LUMO energy at 3.712 eV.

The geometry in ORCA input format:
```
! wB97M-V def2-TZVPD RIJCOSX def2/J DEFGRID3
* xyz -1 1
C -0.020 0.497 -0.598
C -0.891 1.034 0.409
C 1.282 -0.213 -0.021
O -1.479 0.150 1.148
O -0.008 0.721 -1.795
O -1.201 2.388 0.428
O -0.955 -2.389 0.199
S -1.586 -1.086 -0.132
H 2.038 -0.460 -0.914
H 1.741 0.501 0.739
H 1.080 -1.141 0.538
*
```

Atom charges from the Löwdin analysis, given in e for atoms 1 to 5:
1 C -0.6338
2 C -0.5534
3 C -0.0396
4 O -0.2156
5 O -0.0415

[2]
ORCA calculation (the ωB97M-V functional and the def2-TZVPD basis) on a cluster of 2 separate species, C7H9N2O in total in a non-equilibrium geometry.

As for the gap between HOMO and LUMO (alpha / beta): 0.262 / 0.262 hartree. The calculation puts the LUMO energy (alpha / beta) at -6.303 / -6.302 eV.

The geometry in ORCA input format:
```
! wB97M-V def2-TZVPD RIJCOSX def2/J DEFGRID3
* xyz 1 1
C 2.775 1.222 0.270
C 3.537 0.142 -0.153
C 1.360 1.203 0.323
C 2.923 -1.042 -0.559
C 1.005 -0.022 -0.095
C -3.760 0.562 -0.735
C -2.095 -1.119 0.731
N 1.600 -1.020 -0.486
N -2.564 0.868 -0.525
O -1.680 0.130 0.183
H 3.252 2.144 0.575
H 4.615 0.210 -0.175
H 0.736 2.022 0.630
H 3.421 -1.929 -0.919
H -4.266 -0.332 -0.379
H -4.332 1.260 -1.322
H -1.220 -1.505 1.251
H -2.396 -1.814 -0.056
H -2.912 -0.981 1.443
*
```

Atom charges from the Löwdin analysis, given in e for atoms 1 to 5:
1 C 0.0163
2 C 0.0029
3 C 0.0528
4 C -0.0199
5 C 0.0981

[3]
ORCA calculation (the ωB97M-V functional and the def2-TZVPD basis) on a cluster of 14 separate species, H29O14 in total in a non-equilibrium geometry.

As for the gap between HOMO and LUMO: 0.340 hartree. The calculation puts the LUMO energy at -3.283 eV.

The geometry in ORCA input format:
```
! wB97M-V def2-TZVPD RIJCOSX def2/J DEFGRID3
* xyz 1 1
O 0.795 -0.181 -2.844
H 0.604 -1.715 -0.866
O 1.838 -4.801 0.218
H -1.919 -3.111 -3.813
H -0.385 3.042 3.423
O -0.342 2.435 -0.923
H -1.117 -0.158 1.939
H -0.086 3.087 -1.512
O -0.983 -3.198 -4.171
H 3.625 0.159 -2.447
H -0.873 -2.303 -4.442
O 1.493 1.937 0.970
H 1.042 2.308 0.053
H 0.890 1.145 1.092
O 0.328 0.616 4.707
H 1.089 2.642 1.803
H -0.649 -0.291 0.536
O -3.648 -0.042 1.354
H -2.919 0.367 0.787
H 1.107 -4.153 0.272
O -0.351 -1.506 -0.938
H -0.354 -1.019 -1.713
H 0.776 1.946 3.711
O 3.903 -0.744 -2.183
H 0.591 -0.627 -3.735
H 0.863 0.695 -3.206
O 1.721 -3.002 -1.815
H -2.677 0.529 -0.377
H -0.915 1.779 -1.279
O -0.944 0.290 1.188
H -0.502 0.644 5.266
H -2.600 3.771 2.955
O -1.790 3.781 3.584
H 4.664 -1.078 -2.528
H -1.222 4.494 2.963
O -2.438 0.190 -1.222
H 2.294 -4.465 -0.606
H -2.691 -0.734 -1.336
O 0.644 2.807 3.252
H 1.297 -2.835 -2.688
H 1.028 0.619 5.264
H 2.466 -2.357 -1.849
H -3.653 -0.966 1.155
*
```

Atom charges from the Löwdin analysis, given in e for atoms 1 to 5:
1 O -0.0500
2 H 0.0423
3 O -0.1007
4 H 0.0855
5 H 0.0621

[4]
ORCA calculation (the ωB97M-V functional and the def2-TZVPD basis) on the ion C10H14BrN2 with charge +1 in a non-equilibrium geometry.

As for the gap between HOMO and LUMO (alpha / beta): 0.269 / 0.172 hartree. The calculation puts the LUMO energy (alpha / beta) at -2.898 / -7.489 eV.

The geometry in ORCA input format:
```
! wB97M-V def2-TZVPD RIJCOSX def2/J DEFGRID3
* xyz 1 3
C 4.358 0.085 1.332
C 3.141 -0.543 1.007
C 4.695 1.218 0.536
C 3.249 0.604 -1.070
C 2.411 -0.231 -0.140
C -0.999 -0.329 -1.544
C 0.497 -0.096 -1.678
C -1.711 0.346 -0.333
C 1.283 -0.773 -0.591
C -2.774 -0.552 1.687
N 4.214 1.299 -0.683
N -2.574 -0.579 0.243
Br 0.658 -2.567 0.016
H 4.964 -0.164 2.208
H 2.688 -1.089 1.865
H 5.450 2.028 0.716
H 3.008 0.564 -2.174
H -1.379 -0.088 -2.563
H -1.177 -1.470 -1.411
H 0.756 -0.415 -2.621
H 0.673 0.976 -1.678
H -1.065 0.766 0.590
H -2.143 1.192 -0.804
H -3.243 0.439 2.034
H -3.453 -1.468 1.926
H -1.765 -0.654 2.187
H -2.657 -1.477 -0.275
*
```

Atom charges from the Löwdin analysis, given in e for atoms 1 to 5:
1 C -0.0253
2 C -0.0498
3 C -0.1123
4 C -0.0937
5 C -0.2930

DFT total energy for every record listed, in sequence, given in a.u.: -815.23894; -456.44388; -1070.40590; -3072.54422.
M for every record listed, in sequence, given in Da: 135.1; 137.2; 253.2; 242.1.
ΔE to the lowest compared entry with this formula, charge and spin for every record listed, in sequence, given in kcal per mole: 54.2; 132.3; 124.3; 20.1.